Entry 1:
{"formula": "C2H7OS", "method": "ωB97M-V/def2-TZVPD", "species": ["S", "O", "C", "C", "H", "H", "H", "H", "H", "H", "H"], "positions_angstrom": [[-1.369, -0.341, -0.986], [-1.851, 1.830, 1.789], [0.461, -0.760, -1.140], [1.094, -0.452, 0.181], [0.748, 0.547, 0.568], [0.775, -1.257, 0.914], [0.837, -0.116, -2.062], [0.763, -1.748, -1.825], [-2.214, 0.886, 1.630], [-1.442, 1.838, 0.931], [2.198, -0.427, 0.000]], "nbo_charge": [-0.75, -0.98, -0.52, -0.64, 0.22, 0.20, 0.17, 0.17, 0.48, 0.48, 0.17], "homo_lumo_gap_ev": 6.9, "charge": -1}

=====

Entry 2:
{"formula": "C38H46NiOP2Si", "method": "ωB97M-V/def2-TZVPD", "species": ["Ni", "P", "P", "Si", "O", "C", "C", "C", "C", "C", "C", "C", "C", "C", "C", "C", "C", "C", "C", "C", "C", "C", "C", "C", "C", "C", "C", "C", "C", "C", "C", "C", "C", "C", "C", "C", "C", "C", "C", "C", "C", "C", "C", "H", "H", "H", "H", "H", "H", "H", "H", "H", "H", "H", "H", "H", "H", "H", "H", "H", "H", "H", "H", "H", "H", "H", "H", "H", "H", "H", "H", "H", "H", "H", "H", "H", "H", "H", "H", "H", "H", "H", "H", "H", "H", "H", "H", "H", "H"], "positions_angstrom": [[0.817, -0.620, -1.014], [1.226, 0.756, -2.464], [-0.374, -1.723, -2.211], [0.765, -0.748, 4.424], [0.217, -0.709, 2.952], [-3.079, 0.499, 4.165], [-0.558, -1.381, 5.657], [2.285, -0.173, -6.325], [2.114, 0.707, -4.069], [3.185, 2.325, -1.185], [-0.341, -2.782, -3.647], [3.003, 1.738, -4.410], [-1.424, -3.430, -5.704], [3.602, 3.449, -0.469], [1.865, 2.270, -1.680], [0.522, -4.649, -4.903], [-3.073, 1.519, 1.850], [1.812, -0.291, -5.017], [-2.345, -3.273, -1.018], [-1.242, -2.971, 1.564], [1.956, -0.240, 0.472], [-1.086, -2.688, -0.841], [-2.546, -3.473, 1.395], [0.957, 3.301, -1.436], [-1.050, 2.928, 2.386], [3.486, 1.845, -5.709], [-2.889, 0.413, 2.837], [3.120, 0.903, -6.669], [-3.059, 1.717, 5.027], [-1.712, 2.028, 1.374], [-1.287, -0.210, -2.596], [2.705, 4.511, -0.281], [-0.481, -2.636, 0.435], [-2.805, 3.091, 4.314], [-0.532, 0.918, -2.861], [1.391, 4.441, -0.760], [1.334, 0.947, 5.098], [-3.079, -3.662, 0.109], [-1.339, -2.577, -4.612], [-0.505, -4.475, -5.843], [2.263, -1.924, 4.669], [0.618, -3.802, -3.800], [-1.494, 3.294, 3.606], [3.176, -1.458, 4.271], [-1.028, 1.182, 1.218], [-2.609, -0.548, 2.398], [-2.366, -0.266, -2.676], [-0.095, 3.349, 2.058], [1.275, 1.001, 6.196], [-3.702, 3.320, 3.717], [1.713, 0.761, 0.872], [-0.805, -2.844, 2.553], [-4.090, -4.042, -0.019], [2.984, -0.237, 0.050], [-3.129, -3.754, 2.281], [-2.047, -1.759, -4.488], [-3.701, 2.326, 2.241], [-0.586, -5.156, -6.690], [3.032, 5.396, 0.262], [4.149, 2.675, -5.967], [1.242, -5.460, -5.032], [1.403, -3.928, -3.054], [-3.190, -0.436, 4.727], [-0.875, 1.836, -3.342], [-0.068, 3.202, -1.789], [-0.234, -1.257, 6.702], [-2.771, 3.813, 5.146], [-2.333, 1.604, 5.859], [2.386, 1.130, 4.827], [0.556, -2.338, 0.551], [4.620, 3.496, -0.071], [2.005, -0.917, -7.074], [-4.045, 1.774, 5.528], [3.310, 2.464, -3.663], [2.422, -2.139, 5.737], [-2.217, -3.283, -6.438], [-1.832, 2.526, 0.394], [-3.606, 1.118, 0.978], [3.496, 0.997, -7.687], [2.120, -2.881, 4.147], [1.812, -0.993, 1.255], [0.731, 1.770, 4.684], [-1.536, -0.897, 5.545], [3.867, 1.485, -1.343], [-2.785, -3.324, -2.021], [-0.787, 3.874, 4.216], [-0.702, -2.454, 5.470], [1.202, -1.153, -4.730], [0.695, 5.268, -0.611]], "lowdin_charge": [0.21, 0.94, 0.91, 0.17, -0.41, -0.13, -0.18, -0.07, -0.30, -0.12, -0.38, -0.08, -0.07, -0.06, -0.37, -0.07, -0.20, -0.08, -0.10, -0.05, -0.16, -0.34, -0.05, -0.09, -0.10, -0.08, -0.10, -0.08, -0.18, -0.20, -0.23, -0.07, -0.08, -0.20, -0.22, -0.07, -0.18, -0.08, -0.10, -0.07, -0.20, -0.07, -0.11, 0.01, 0.09, 0.09, 0.08, 0.09, 0.01, 0.10, 0.03, 0.10, 0.10, 0.01, 0.11, 0.10, 0.09, 0.11, 0.11, 0.11, 0.11, 0.12, 0.09, 0.09, 0.09, 0.02, 0.10, 0.12, 0.01, 0.06, 0.11, 0.11, 0.11, 0.09, 0.01, 0.11, 0.10, 0.10, 0.11, 0.01, -0.01, -0.01, -0.03, 0.12, 0.10, 0.10, 0.01, 0.08, 0.11], "multiplicity": 3, "homo_lumo_gap_ev": [5.5, 4.9]}

=====

Repeat the first record exactly.
{"formula": "C2H7OS", "method": "ωB97M-V/def2-TZVPD", "species": ["S", "O", "C", "C", "H", "H", "H", "H", "H", "H", "H"], "positions_angstrom": [[-1.369, -0.341, -0.986], [-1.851, 1.830, 1.789], [0.461, -0.760, -1.140], [1.094, -0.452, 0.181], [0.748, 0.547, 0.568], [0.775, -1.257, 0.914], [0.837, -0.116, -2.062], [0.763, -1.748, -1.825], [-2.214, 0.886, 1.630], [-1.442, 1.838, 0.931], [2.198, -0.427, 0.000]], "nbo_charge": [-0.75, -0.98, -0.52, -0.64, 0.22, 0.20, 0.17, 0.17, 0.48, 0.48, 0.17], "homo_lumo_gap_ev": 6.9, "charge": -1}